Entry 1
Molecular formula: C10H19N
Method: DFT, wB97M-V/def2-TZVPD

ORCA input file:
```
! wB97M-V def2-TZVPD RIJCOSX def2/J DEFGRID3
* xyz 0 1
N 0.03 0.71 -0.03
C -0.90 0.40 2.11
C -1.43 -0.96 -0.95
C 0.28 0.15 1.24
C 0.76 -1.35 1.27
C -0.14 -0.17 -1.15
C 1.53 0.79 2.04
C -0.48 2.03 -0.32
C 1.13 -1.22 -1.14
C -0.21 0.33 -2.62
C 1.09 -1.95 0.08
H -0.86 1.44 -2.55
H 0.98 0.29 -3.13
H -1.43 -1.87 -1.68
H 0.27 2.46 -1.15
H 1.28 -3.04 0.26
H -0.70 -0.42 -3.30
H -0.79 2.56 0.80
H -1.14 -0.16 3.11
H -1.67 -1.47 0.02
H 2.28 -0.82 -1.30
H -1.17 1.36 2.33
H -1.84 0.21 1.55
H 1.43 1.97 2.20
H 0.98 -1.68 -2.09
H -1.67 1.79 -0.89
H -2.36 -0.17 -1.51
H 0.70 -2.01 2.10
H 2.54 0.54 1.69
H 1.50 0.25 3.02
*
```

Properties
Frontier orbital gap   8.45 eV
HOMO energy   -7.66 eV

***

Entry 2
Molecular formula: C10H19N
Method: DFT, wB97M-V/def2-TZVPD

ORCA input file:
```
! wB97M-V def2-TZVPD RIJCOSX def2/J DEFGRID3
* xyz 0 1
N -0.55 -1.36 0.18
C -0.15 0.75 1.46
C 1.01 -3.11 -0.74
C 2.09 -3.26 -1.80
C 0.15 -1.89 -0.97
C -0.42 -0.50 2.25
C -0.86 2.69 0.05
C -1.09 1.47 0.83
C -1.88 3.32 -0.52
C 0.52 -0.57 -0.42
C 0.56 3.20 -0.08
H 0.13 -1.31 1.86
H -2.13 1.14 0.89
H -1.46 -0.98 -0.07
H -2.90 2.95 -0.42
H -1.74 4.23 -1.11
H 0.27 0.31 -0.99
H 2.71 -4.15 -1.63
H 0.90 1.06 1.40
H 2.76 -2.39 -1.80
H 1.20 2.45 -0.56
H -0.10 -0.38 3.29
H 1.66 -3.35 -2.80
H 1.41 -0.49 0.19
H -0.39 -1.88 -1.92
H -1.47 -0.73 2.26
H 0.59 4.12 -0.68
H 0.37 -4.01 -0.73
H 0.99 3.42 0.91
H 1.45 -3.04 0.26
*
```

Properties
Frontier orbital gap   8.91 eV
SMILES   C=C(C)/C=C/C.CC[C@@H]1CN1
HOMO energy   -7.96 eV

***

entry 2 wins, 75.1 kcal/mol ahead of the next structure.